[1]
Here is 6 unconnected molecules or ions with the total composition C44H68F6N8O7S2 at a distorted geometry from the Open Molecules 2025 dataset. Energies are from ωB97M-V/def2-TZVPD.

```
135
Properties=species:S:1:pos:R:3:lowdin_charge:R:1
N 0.30030 -0.71764 1.62460 -0.74
O 0.80172 -1.21430 0.67844 -0.06
O -0.25136 -1.38955 2.52508 -0.13
O 0.26813 0.49996 1.70055 -0.07
C -0.92312 -0.03126 10.75451 -0.10
C -0.29946 0.50039 9.48034 -0.23
C -0.45659 2.08472 9.43211 -0.12
N 0.21620 2.72097 8.23552 -0.22
C -0.01120 4.23480 8.48524 -0.10
C 0.81272 5.12380 7.50362 -0.15
C 2.28994 4.63019 7.23666 -0.16
C 2.44605 3.11590 7.02880 -0.16
C 1.70592 2.29187 8.08539 -0.10
C -0.53208 2.40014 6.84513 0.08
H -0.45055 0.46738 11.60076 0.08
H -0.74602 -1.10082 10.86754 0.08
H -2.00003 0.08849 10.87297 0.08
H -0.74508 0.04292 8.59703 0.10
H 0.74064 0.17438 9.47593 0.10
H 0.03214 2.44029 10.33920 0.13
H -1.52605 2.29515 9.44051 0.14
H 0.38136 4.51346 9.46317 0.13
H -1.07259 4.48166 8.50990 0.14
H 0.87387 6.04592 8.08159 0.12
H 0.34061 5.31009 6.53899 0.11
H 2.87804 5.02656 8.06439 0.12
H 2.62029 5.17323 6.35118 0.12
H 3.53269 3.05128 7.08498 0.12
H 2.10890 2.64396 6.10593 0.12
H 2.14259 2.40486 9.07768 0.14
H 1.82223 1.23449 7.84767 0.12
H -0.26776 1.35742 6.66918 0.10
H -0.20774 3.14168 6.11504 0.10
H -1.61163 2.41941 6.99445 0.10
C 7.95972 0.03538 1.40988 -0.10
C 6.87904 -0.87418 1.78028 -0.26
C 7.14331 -2.13474 2.65101 -0.11
N 6.02229 -3.13986 2.68575 -0.26
C 6.44759 -4.24559 3.62936 -0.07
C 5.50197 -5.51508 3.53568 -0.14
C 5.13792 -5.86286 2.11929 -0.22
C 4.62588 -4.73161 1.27500 -0.18
C 5.67275 -3.64343 1.25884 -0.08
C 4.77598 -2.46626 3.32484 0.06
H 8.40726 0.59120 2.23381 0.09
H 7.76817 0.79626 0.65326 0.10
H 8.77368 -0.62107 1.10224 0.09
H 6.42487 -1.09798 0.81502 0.11
H 6.07441 -0.31835 2.26166 0.11
H 7.35099 -1.93904 3.70299 0.14
H 7.97505 -2.63557 2.15556 0.13
H 7.45422 -4.53601 3.32862 0.14
H 6.55827 -3.75248 4.59512 0.13
H 5.77837 -6.35843 4.16849 0.13
H 4.50463 -5.38139 3.95465 0.11
H 6.07134 -6.14896 1.63456 0.12
H 4.54560 -6.76151 1.94698 0.13
H 4.37209 -5.09480 0.27912 0.13
H 3.64321 -4.42806 1.63597 0.12
H 6.63612 -3.84934 0.79234 0.15
H 5.20832 -2.80078 0.74665 0.12
H 5.15443 -2.10544 4.28124 0.11
H 4.01937 -3.24591 3.41307 0.10
H 4.42215 -1.67799 2.66037 0.11
C -10.75604 -5.25479 -6.07864 0.08
N -10.00791 -5.17253 -4.73182 -0.06
C -8.98618 -4.31671 -4.71386 0.01
C -8.20452 -4.17838 -3.54632 0.06
C -8.42397 -4.92704 -2.38558 -0.13
C -9.58960 -5.69124 -2.38903 0.06
C -10.28361 -5.89838 -3.60572 0.07
C -7.56253 -4.95575 -1.18352 -0.15
C -7.33226 -6.16383 -0.55236 0.06
C -6.62729 -6.26024 0.65290 0.04
N -6.09663 -5.16299 1.17988 -0.08
C -6.21555 -3.94828 0.56661 0.07
C -6.91684 -3.85789 -0.65637 0.06
C -5.28953 -5.26351 2.39430 0.03
H -11.29524 -4.31651 -6.20899 0.12
H -11.48051 -6.06870 -6.05034 0.11
H -10.02114 -5.51263 -6.84123 0.11
H -8.94608 -3.73838 -5.62508 0.15
H -7.41111 -3.44631 -3.57751 0.13
H -9.88390 -6.23364 -1.50269 0.14
H -11.08603 -6.61641 -3.68908 0.15
H -7.68526 -7.04892 -1.06070 0.14
H -6.44909 -7.19907 1.15613 0.16
H -5.72670 -3.12180 1.06094 0.16
H -7.15522 -2.90769 -1.11101 0.14
H -4.44474 -4.57504 2.41509 0.12
H -4.71448 -6.18468 2.48843 0.12
H -5.91391 -5.01207 3.25164 0.13
C -0.38012 6.35508 -10.93734 0.03
N -0.49088 5.13523 -10.16002 -0.08
C 0.24298 4.06212 -10.59526 0.07
C 0.26698 2.83847 -9.84586 0.10
C -0.51886 2.82492 -8.66505 -0.14
C -1.26997 3.95633 -8.29936 0.07
C -1.20223 5.11772 -9.06190 0.02
C -0.48826 1.67562 -7.74451 -0.12
C 0.00910 1.83328 -6.42953 0.10
C -0.22555 0.77412 -5.52185 0.08
N -0.79465 -0.42175 -5.89214 -0.09
C -1.14816 -0.58915 -7.22284 0.02
C -1.02811 0.42755 -8.11177 0.04
C -0.99267 -1.50547 -4.97702 0.01
H -0.49062 7.21956 -10.28270 0.12
H -1.27060 6.46550 -11.55617 0.12
H 0.50270 6.47573 -11.56518 0.12
H 0.72143 4.14565 -11.55989 0.15
H 0.69555 1.93345 -10.25041 0.14
H -1.93559 3.95210 -7.44887 0.14
H -1.88257 5.90696 -8.77794 0.17
H 0.45847 2.75954 -6.10316 0.15
H -0.06781 0.93813 -4.46609 0.16
H -1.63283 -1.52035 -7.47651 0.14
H -1.38172 0.13341 -9.08893 0.14
H -1.62174 -2.22633 -5.49926 0.10
H -1.65651 -1.12250 -4.20195 0.12
H -0.05053 -1.97257 -4.69016 0.13
C 3.07782 7.37505 -6.06274 -0.58
F 2.28419 8.10743 -6.86866 0.10
F 2.89421 6.08086 -6.43434 0.07
F 4.36654 7.79711 -6.13806 0.12
S 2.37199 7.53100 -4.19347 0.72
O 2.44733 8.93316 -3.77376 -0.30
O 0.98653 7.00594 -4.31060 -0.36
N 3.48956 6.51037 -3.31295 -0.31
S 2.68320 5.93766 -2.18030 0.51
O 2.29237 6.93726 -1.18650 -0.33
O 1.68808 4.90132 -2.49897 -0.37
C 4.05146 4.88983 -1.16794 -0.67
F 3.47713 4.42775 -0.10265 0.16
F 4.38830 3.85867 -1.92450 0.11
F 5.11773 5.64976 -0.81409 0.11
```

Values from the calculation:
- energy above the lowest of the compared OMol25 structures with the same formula, charge and spin (kJ/mol) = 258.5
- HOMO-LUMO gap (eV) = 2.031
- HOMO level (eV) = -12.06
- net charge = +4
- E_tot (Ha) = -4076.03400
- E_LUMO (eV) = -10.02

[2]
Here is 8 unconnected molecules or ions with the total composition C44H69F2N9O4PS at a distorted geometry from the Open Molecules 2025 dataset. Energies are from ωB97M-V/def2-TZVPD.

```
130
Properties=species:S:1:pos:R:3:lowdin_charge:R:1
C 2.19270 -0.26992 0.77427 -0.14
O 2.10619 1.09479 0.44232 -0.20
C 3.04385 1.54122 -0.52516 -0.22
C 2.37693 2.00313 -1.81957 -0.17
C 2.35475 0.91985 -2.91804 -0.19
C 1.44399 -0.25240 -2.48409 -0.22
C 0.26520 -0.50343 -3.42887 -0.21
C -0.78316 0.63144 -3.33052 -0.23
C -2.23416 0.14629 -3.14067 -0.27
P -3.05673 0.75503 -1.54710 0.67
C -3.28980 2.51871 -2.22616 -0.32
C -2.09945 3.47841 -2.01285 -0.25
C -2.61374 4.93445 -1.99759 -0.21
C -1.61491 5.93751 -2.55793 -0.29
N -0.59643 6.31786 -1.53639 -0.01
C -4.82620 0.32937 -2.10449 -0.21
C -5.56096 -0.74248 -1.31234 -0.42
C -7.08996 -0.57281 -1.50407 -0.03
F -5.27220 -2.00803 -1.79934 -0.03
O -2.92149 -0.86751 -0.72298 -0.18
C -1.73671 -1.17461 -0.47667 -0.44
N -0.66914 -1.68769 -0.46276 0.17
S -3.87506 1.62176 0.44634 0.58
O -3.03311 2.65187 0.98181 -0.35
O -5.26816 1.97371 0.38002 -0.36
F -3.80892 0.41744 1.56058 -0.26
H 2.54959 -0.87749 -0.05326 0.07
H 2.80358 -0.45799 1.66225 0.07
H 1.20351 -0.66017 1.00737 0.06
H 3.82394 0.79472 -0.68532 0.12
H 3.54244 2.41186 -0.09338 0.11
H 1.33461 2.23960 -1.61460 0.10
H 2.87231 2.91132 -2.16004 0.10
H 2.09337 1.34603 -3.88438 0.10
H 3.38024 0.54996 -2.96889 0.10
H 2.03389 -1.16248 -2.40145 0.10
H 1.00477 0.02218 -1.53193 0.07
H 0.68382 -0.49789 -4.44066 0.09
H -0.16399 -1.49168 -3.30083 0.09
H -0.72814 1.18111 -4.27064 0.10
H -0.44392 1.32586 -2.56353 0.07
H -2.79028 0.40807 -4.03602 0.07
H -2.20829 -0.94401 -3.14537 0.08
H -1.76497 1.06373 -0.99649 0.05
H -4.16878 3.01480 -1.81556 0.06
H -3.47272 2.45067 -3.29793 0.08
H -1.43080 3.41923 -2.87277 0.09
H -1.53127 3.24526 -1.11633 0.09
H -3.50791 4.95625 -2.62639 0.08
H -2.92891 5.20686 -0.99209 0.11
H -2.12243 6.86913 -2.81111 0.10
H -1.10785 5.59087 -3.45586 0.10
H 0.04994 5.53912 -1.48245 0.05
H -1.09803 6.36746 -0.66048 0.05
H -5.41921 1.22838 -2.15997 0.07
H -4.77317 -0.04493 -3.12518 0.10
H -5.39415 -0.69338 -0.24341 0.11
H -7.61585 -0.68203 -0.55815 0.07
H -7.35485 0.40713 -1.88459 0.07
H -7.45309 -1.35575 -2.16400 0.07
N -5.33521 3.56449 4.49304 0.01
C -5.90413 3.51980 3.25169 -0.12
C -7.13476 4.11477 3.33573 -0.11
C -7.31159 4.53876 4.68312 -0.13
C -6.18180 4.18605 5.37185 -0.16
H -4.43136 3.19573 4.72174 0.14
H -5.38366 3.06913 2.42247 0.07
H -7.83049 4.23369 2.52226 0.09
H -8.16888 5.04421 5.09689 0.08
H -5.90853 4.32206 6.40450 0.10
N -3.39646 5.86363 -5.82786 0.01
C -4.60146 6.25552 -5.31481 -0.14
C -5.04385 7.32349 -6.04845 -0.11
C -4.06708 7.58363 -7.04759 -0.12
C -3.06518 6.66478 -6.88564 -0.15
H -2.83999 5.10463 -5.47948 0.14
H -5.03764 5.74321 -4.47436 0.10
H -5.96465 7.85860 -5.88781 0.09
H -4.09747 8.35603 -7.79784 0.08
H -2.14832 6.51296 -7.42881 0.10
N 1.25750 -4.54048 2.06691 0.01
C 1.23076 -4.09472 0.77543 -0.13
C 2.23389 -4.73411 0.09439 -0.10
C 2.88791 -5.60460 1.00980 -0.11
C 2.26240 -5.46346 2.21793 -0.18
H 0.63520 -4.23572 2.79188 0.14
H 0.50542 -3.36163 0.45497 0.06
H 2.47172 -4.59412 -0.94662 0.09
H 3.72054 -6.25672 0.80395 0.09
H 2.44189 -5.93874 3.16890 0.10
N 4.02520 -4.00077 4.81817 0.02
C 4.31719 -2.74101 5.26103 -0.14
C 5.43537 -2.81803 6.04809 -0.11
C 5.83643 -4.18089 6.07644 -0.12
C 4.94843 -4.88314 5.30529 -0.14
H 3.25444 -4.24223 4.22186 0.10
H 3.70766 -1.90038 4.97837 0.07
H 5.91372 -1.99062 6.54528 0.09
H 6.68120 -4.59742 6.60000 0.08
H 4.89536 -5.93103 5.06286 0.10
N 7.90829 -7.17969 8.20132 0.00
C 9.11810 -7.63232 7.74867 -0.15
C 8.90274 -8.30263 6.57498 -0.11
C 7.50764 -8.24839 6.30634 -0.11
C 6.92356 -7.54764 7.32637 -0.16
H 7.76494 -6.65746 9.04487 0.14
H 10.02284 -7.43919 8.29892 0.10
H 9.65959 -8.77780 5.97388 0.09
H 6.99431 -8.67409 5.46056 0.09
H 5.89651 -7.27875 7.50564 0.11
N 2.85618 0.39276 4.68679 0.01
C 3.06199 1.40747 3.79362 -0.13
C 4.18440 2.08683 4.18268 -0.10
C 4.67931 1.45119 5.35615 -0.11
C 3.83920 0.40855 5.64036 -0.17
H 2.09818 -0.26232 4.64697 0.14
H 2.39234 1.55808 2.96233 0.10
H 4.60585 2.94253 3.68260 0.09
H 5.55157 1.72874 5.92428 0.09
H 3.85421 -0.31939 6.43407 0.10
N 1.42825 -3.25289 -6.68542 0.00
C 0.85985 -3.95190 -5.65619 -0.14
C -0.36860 -4.38819 -6.07127 -0.11
C -0.54701 -3.93852 -7.40814 -0.12
C 0.57900 -3.24314 -7.75855 -0.15
H 2.32878 -2.81404 -6.65672 0.14
H 1.37691 -4.07478 -4.72000 0.11
H -1.06277 -4.96470 -5.48359 0.09
H -1.40440 -4.10617 -8.03816 0.09
H 0.84776 -2.74334 -8.67332 0.10
```

Values from the calculation:
- energy above the lowest of the compared OMol25 structures with the same formula, charge and spin (kJ/mol) = 63.4
- HOMO-LUMO gap (eV) = 8.083
- HOMO level (eV) = -6.08
- net charge = -1
- E_tot (Ha) = -3450.96426
- E_LUMO (eV) = 2.00